[1]
C24H38BrNO4P2RuS2 | wB97M-V/def2-TZVPD

Calculated values
Charge = +1
M = 711.63 g mol⁻¹
LUMO (alpha / beta) = -2.281 / -3.623 eV
Spin multiplicity = 2
Energy relative to the best compared isomer or geometry (same formula, charge and spin) = 0.00 kcal per mole

Element x y z (Å)
Ru  -0.2659  -1.1118  -0.3642
O  1.6764  -1.5014  0.2949
N  1.8174  -2.4585  1.2183
C  3.0869  -2.8628  1.4559
C  3.3566  -3.7993  2.4133
C  2.2955  -4.3361  3.1476
C  1.0163  -3.9091  2.8926
C  0.7597  -2.9440  1.9079
S  -0.8147  -2.3213  1.5791
H  3.8248  -2.3746  0.8376
H  4.3786  -4.1027  2.5834
H  2.4783  -5.0805  3.9099
H  0.1707  -4.2974  3.4422
C  -0.7943  -4.5202  -0.9825
P  -0.0110  -3.0053  -1.5881
C  1.6968  -3.4961  -1.9506
C  -0.7844  -2.7418  -3.2201
C  -0.1982  -1.4708  -3.8252
P  -0.1888  -0.1329  -2.5619
C  1.1819  0.9155  -3.1201
C  -1.6529  0.8681  -2.9455
H  -0.7096  -5.3047  -1.7362
H  -1.8444  -4.3253  -0.7685
H  -0.3157  -4.8489  -0.0611
H  1.7082  -4.2642  -2.7252
H  2.1589  -3.8997  -1.0501
H  2.2795  -2.6336  -2.2704
H  -1.8577  -2.6326  -3.0412
H  -0.6378  -3.6148  -3.8592
H  -0.7395  -1.1480  -4.7158
H  0.8402  -1.6381  -4.1224
H  1.1440  1.0055  -4.2074
H  2.1325  0.4864  -2.8087
H  1.0907  1.9012  -2.6704
H  -1.5557  1.2912  -3.9461
H  -1.7348  1.6808  -2.2217
H  -2.5545  0.2622  -2.8827
C  1.4890  5.5177  1.1289
C  2.1952  4.8422  -0.0405
C  2.4631  3.3555  0.1631
S  0.9284  2.3877  0.2514
O  1.3228  1.0174  -0.2588
C  0.7157  2.2747  2.0601
C  1.3090  1.0145  2.6734
C  2.8277  0.9193  2.6113
H  1.3829  6.5864  0.9475
H  2.0516  5.3938  2.0568
H  0.4860  5.1138  1.2846
H  3.1571  5.3282  -0.2173
H  1.6094  4.9765  -0.9536
H  3.0672  3.1597  1.0488
H  2.9729  2.9250  -0.7004
H  -0.3618  2.2943  2.2147
H  1.1492  3.1819  2.4833
H  0.8602  0.1517  2.1829
H  0.9760  0.9918  3.7145
H  3.1694  0.8240  1.5805
H  3.1753  0.0432  3.1621
H  3.3030  1.7929  3.0642
Br  -7.7575  2.9974  1.0927
C  -6.1002  2.1411  0.8146
C  -4.9542  2.6795  1.3825
C  -3.7408  2.0479  1.1748
C  -3.6764  0.8910  0.4053
C  -4.8343  0.3628  -0.1565
C  -6.0530  0.9865  0.0469
C  -2.3701  0.2370  0.1814
O  -2.3013  -0.7882  -0.5949
O  -1.3110  0.6500  0.7010
H  -5.0162  3.5790  1.9783
H  -2.8333  2.4471  1.6076
H  -4.7755  -0.5413  -0.7472
H  -6.9596  0.5836  -0.3815

***

[2]
C24H38ClErN5SSi | wB97M-V/def2-TZVPD

Calculated values
Charge = +1
M = 659.47 g mol⁻¹
LUMO (alpha / beta) = -2.432 / -2.364 eV
Spin multiplicity = 4
Energy relative to the best compared isomer or geometry (same formula, charge and spin) = 3.23 kcal per mole

Element x y z (Å)
Er  0.1725  -0.0885  -0.3962
Cl  -0.2871  -2.6510  -1.3063
C  -1.4289  -1.7198  -2.3393
C  -1.3986  -1.9999  -3.6959
C  -2.2070  -1.2508  -4.5267
C  -3.0026  -0.2443  -3.9819
C  -3.0138  -0.0065  -2.6251
C  -2.2347  -0.7605  -1.7236
C  -2.1604  -0.4426  -0.2837
H  -0.7519  -2.7759  -4.0806
H  -2.2109  -1.4410  -5.5908
H  -3.6269  0.3544  -4.6314
H  -3.6453  0.7719  -2.2167
H  -2.3110  -1.3286  0.3383
H  -2.8913  0.3165  -0.0093
C  -1.0802  -3.0238  2.0685
S  0.4539  -2.0812  1.9567
C  0.6323  -1.7108  3.7170
H  -1.8885  -2.4077  2.4577
H  -0.9167  -3.8808  2.7185
H  -1.3433  -3.3793  1.0773
H  0.5485  -2.6481  4.2635
H  -0.1347  -1.0197  4.0606
H  1.6180  -1.2974  3.9056
C  1.5973  -0.0925  -4.7879
Si  2.1011  0.4815  -3.0794
C  3.5169  1.7146  -3.2015
C  2.6888  -1.0486  -2.1145
N  0.7694  1.0837  -2.1309
C  0.0028  2.1955  -2.5068
C  0.1986  2.9181  -3.6892
C  -0.5945  4.0144  -3.9947
C  -1.6046  4.4323  -3.1416
C  -1.8162  3.7323  -1.9625
C  -1.0228  2.6388  -1.6587
H  2.2767  -0.8722  -5.1422
H  1.6209  0.7099  -5.5260
H  0.5876  -0.5043  -4.7756
H  4.0871  1.5608  -4.1199
H  4.2215  1.6289  -2.3722
H  3.1477  2.7421  -3.2187
H  3.7790  -1.1074  -2.1368
H  2.2984  -1.9765  -2.5327
H  2.4601  -1.0805  -1.0334
H  0.9710  2.6242  -4.3873
H  -0.4161  4.5509  -4.9178
H  -2.2150  5.2888  -3.3906
H  -2.5979  4.0359  -1.2779
H  -1.2300  2.1143  -0.7213
C  2.9567  1.5986  0.3076
N  1.6221  1.3971  0.9760
C  0.9847  2.7628  1.0427
N  1.8045  3.7153  1.7538
C  3.0899  3.8362  1.0609
N  3.7865  2.5475  1.0124
C  4.0011  2.0795  2.3814
N  2.7302  1.9302  3.0969
C  1.9074  0.9835  2.3816
C  2.0469  3.2275  3.1111
H  2.7613  1.9567  -0.7004
H  3.4684  0.6334  0.2599
H  0.0176  2.6661  1.5469
H  0.8221  3.1098  0.0220
H  3.7123  4.5591  1.5882
H  2.9192  4.1922  0.0437
H  4.6268  2.7961  2.9129
H  4.5151  1.1164  2.3568
H  0.9544  0.8672  2.9023
H  2.4239  0.0212  2.3437
H  2.6644  3.9488  3.6458
H  1.0942  3.1261  3.6347

***

[3]
C24H38F3O7PS | wB97M-V/def2-TZVPD

Calculated values
M = 558.60 g mol⁻¹
LUMO = 0.469 eV

Element x y z (Å)
C  -1.6623  -2.1824  4.0517
C  -0.9770  -2.3023  3.0999
C  -0.1169  -2.3885  1.9350
O  -0.7690  -3.0570  0.8685
C  -0.2038  -2.7234  -0.3242
O  -0.5544  -3.2037  -1.3415
C  0.9226  -1.6879  -0.0819
C  2.2659  -2.4039  -0.1294
C  2.2981  -3.8402  0.4063
O  2.3111  -4.7101  -0.7224
C  3.5641  -4.1054  1.2336
F  3.3512  -3.7157  2.5305
F  4.6524  -3.4389  0.7591
F  3.8635  -5.4430  1.2578
O  0.7208  -0.6900  -1.0774
C  1.8639  -0.2474  -1.8123
C  1.5551  0.9440  -2.7228
C  0.0690  1.2967  -2.8200
C  2.4128  2.1846  -2.4146
C  2.4307  2.6051  -0.9442
C  3.8106  2.0280  -3.0169
C  0.4830  -1.0810  1.2912
C  1.6261  -0.5140  2.1338
C  1.3789  0.6459  3.0851
O  0.2129  0.4281  3.8738
C  -0.1807  1.5352  4.5902
O  0.5048  1.9449  5.4798
C  -1.5122  2.1357  4.2509
C  -2.4111  2.2093  5.4967
P  -0.9735  0.0323  0.9734
S  -0.6703  1.9356  0.6468
H  -2.2219  -2.1739  4.9542
H  0.7536  -2.9382  2.2983
H  3.0088  -1.8167  0.4043
H  2.6440  -2.4856  -1.1380
H  1.4568  -4.1222  1.0242
H  1.6436  -5.3878  -0.5984
H  2.1820  -1.0672  -2.4546
H  2.7132  -0.0320  -1.1660
H  1.8652  0.6444  -3.7213
H  -0.5920  0.4603  -2.6400
H  -0.1225  1.6153  -3.8425
H  -0.1879  2.1468  -2.1979
H  1.9267  2.9958  -2.9554
H  1.6015  3.2649  -0.7150
H  3.3337  3.1758  -0.7398
H  2.4023  1.7763  -0.2432
H  3.7587  2.2565  -4.0797
H  4.1943  1.0142  -2.9295
H  4.5155  2.7360  -2.5940
H  2.3801  -0.1486  1.4386
H  2.1033  -1.3074  2.7041
H  2.2367  0.6824  3.7571
H  1.3621  1.5964  2.5630
H  -1.3304  3.1200  3.8396
H  -1.9902  1.5048  3.5143
H  -3.4328  2.0095  5.1857
H  -2.4124  3.1986  5.9352
H  -2.1513  1.4633  6.2375
H  -1.6572  -0.5441  -0.1043
H  -1.8372  -0.1381  2.0567
C  -4.9456  1.0551  -2.4407
C  -5.4444  1.3080  -3.8615
C  -4.1508  1.6680  -4.5803
O  -3.1102  0.9410  -3.9251
C  -3.6012  0.3902  -2.7016
H  -5.6129  0.4359  -1.8432
H  -4.8020  2.0041  -1.9194
H  -5.8670  0.3917  -4.2797
H  -6.1970  2.0918  -3.9304
H  -3.9355  2.7389  -4.4957
H  -4.1616  1.4002  -5.6373
H  -3.7107  -0.6932  -2.8256
H  -2.8736  0.5780  -1.9090

***

[4]
C24H38GeN4O2PtSSi | wB97M-V/def2-TZVPD

Calculated values
M = 742.43 g mol⁻¹
LUMO = -0.842 eV
Energy relative to the best compared isomer or geometry (same formula, charge and spin) = 47.29 kcal per mole

Element x y z (Å)
Pt  -1.2258  -0.3748  -1.0967
C  -2.1491  2.6371  -6.1841
C  -2.9717  1.3968  -5.8685
N  -2.1896  0.3650  -5.1966
C  -1.9981  0.3367  -3.8702
S  -1.2045  -1.1118  -3.2391
N  -2.3903  1.3756  -3.1610
N  -2.1482  1.2129  -1.8354
C  -2.3683  2.1664  -0.9908
C  -2.8982  3.5012  -1.3885
C  -2.1328  1.8085  0.4270
C  -2.3707  2.6859  1.4662
C  -2.2366  2.2423  2.7759
C  -1.9024  0.9218  3.0095
C  -1.6414  0.1014  1.9212
N  -1.7272  0.5364  0.6718
H  -2.7707  3.3903  -6.6703
H  -1.7432  3.0615  -5.2666
H  -1.3195  2.3937  -6.8484
H  -3.8183  1.6574  -5.2326
H  -3.3669  0.9566  -6.7840
H  -1.9799  -0.4846  -5.6914
H  -2.9344  3.5735  -2.4704
H  -3.9028  3.6446  -0.9841
H  -2.2608  4.2956  -0.9967
H  -2.6603  3.7058  1.2590
H  -2.4062  2.9209  3.6009
H  -1.8113  0.5269  4.0106
H  -1.3377  -0.9262  2.0563
C  1.5462  -4.9312  0.0202
Ge  0.2894  -3.6700  -0.8314
C  0.8821  -3.7871  -2.7001
C  -1.5096  -4.4193  -0.6023
C  0.3086  -1.8653  -0.0464
H  1.2781  -5.9361  -0.3146
H  1.5335  -4.9225  1.1081
H  2.5655  -4.7291  -0.3117
H  0.9329  -4.8488  -2.9522
H  1.8893  -3.3750  -2.7876
H  0.2494  -3.2881  -3.4271
H  -1.5396  -5.4547  -0.9452
H  -2.2479  -3.8425  -1.1618
H  -1.7921  -4.4017  0.4526
H  -0.5721  -1.7037  0.5909
H  0.6840  -1.0654  -0.6999
O  1.1243  1.7455  0.2904
C  1.3310  1.2918  1.3960
O  1.0945  0.0413  1.7489
C  1.7732  2.1857  2.5161
C  2.2727  3.4489  2.2163
C  2.6595  4.3039  3.2349
C  2.5306  3.9098  4.5607
C  2.0221  2.6545  4.8654
C  1.6504  1.7924  3.8445
H  2.3527  3.7386  1.1768
H  3.0625  5.2802  2.9979
H  2.8308  4.5801  5.3561
H  1.9267  2.3443  5.8981
H  1.2706  0.8042  4.0631
C  3.0947  -1.7718  -0.0223
Si  1.9130  -1.5139  1.4447
C  1.1276  -2.7994  2.5878
C  3.3516  -1.0537  2.6569
H  4.0829  -2.0985  0.3028
H  3.2139  -0.7587  -0.4335
H  2.7560  -2.4012  -0.8434
H  1.8841  -3.4399  3.0460
H  0.3311  -3.4145  2.1720
H  0.7021  -2.2021  3.4058
H  4.0409  -1.9046  2.7143
H  3.0281  -0.8417  3.6797
H  3.9414  -0.1980  2.3094